[1]
C16H24N2O4 | ωB97M-V/def2-TZVPD

XYZ file:
```
46
Properties=species:S:1:pos:R:3:forces:R:3
C -8.44532 -1.87800 0.03877 -0.076 0.028 0.019
O -7.07864 -1.71520 -0.23407 0.254 0.005 -0.049
C -6.62398 -0.40008 -0.01518 0.179 0.062 -0.075
C -5.12952 -0.35101 -0.30900 -0.339 0.151 0.127
C -4.57030 1.06208 -0.14638 -0.255 -0.205 0.124
N -3.14614 1.09582 -0.37556 -0.080 -0.119 -0.300
C -2.25678 1.41009 0.59545 -0.041 0.000 -0.219
O -2.58988 1.76210 1.70997 0.038 0.104 0.252
C -0.82287 1.32274 0.18194 0.350 0.019 0.099
C -0.34977 0.35349 -0.69764 -0.057 0.132 0.089
C 0.99222 0.31124 -1.02212 0.215 0.055 -0.035
C 1.88569 1.22314 -0.46801 -0.342 -0.076 -0.084
C 3.32059 1.12565 -0.87380 0.005 0.185 0.181
O 3.65727 0.75114 -1.98031 -0.011 -0.198 -0.197
N 4.20747 1.49442 0.08244 0.014 0.110 0.265
C 5.63380 1.35836 -0.09939 0.325 -0.108 0.003
C 6.20176 0.15129 0.64759 -0.236 -0.223 -0.266
C 5.63538 -1.16203 0.11827 0.024 0.162 0.015
O 6.22406 -2.22355 0.83528 0.116 0.222 0.121
C 5.77670 -3.48390 0.41175 -0.050 -0.046 -0.036
C 1.41289 2.19149 0.41298 0.056 -0.122 -0.090
C 0.07087 2.23410 0.73669 -0.214 -0.057 0.030
H -8.67304 -1.64524 1.08664 -0.016 -0.023 -0.027
H -8.68078 -2.92111 -0.16079 -0.095 0.025 0.027
H -9.05977 -1.23456 -0.60398 -0.006 -0.035 0.020
H -7.16530 0.30033 -0.67273 0.017 -0.037 0.080
H -6.81598 -0.09991 1.02693 -0.002 0.003 -0.075
H -4.96572 -0.70618 -1.32847 0.029 -0.047 -0.032
H -4.61581 -1.03117 0.37151 0.055 -0.010 -0.009
H -5.07099 1.74594 -0.84104 0.020 -0.005 0.115
H -4.72581 1.41843 0.87483 -0.034 0.035 -0.158
H -2.81469 0.82945 -1.28844 0.093 0.094 0.109
H -1.01891 -0.38710 -1.11216 -0.055 -0.065 -0.025
H 1.37267 -0.42937 -1.70957 0.033 -0.050 -0.056
H 3.87827 1.65507 1.02117 -0.103 -0.037 -0.116
H 6.12402 2.27286 0.24810 -0.011 -0.076 -0.114
H 5.79890 1.24771 -1.17358 0.049 0.107 0.122
H 7.28569 0.13364 0.53433 0.059 0.026 0.036
H 5.97791 0.22609 1.71373 0.045 0.015 0.064
H 4.54063 -1.18778 0.24221 0.099 -0.009 -0.056
H 5.85062 -1.25977 -0.95669 -0.046 0.006 0.062
H 6.29300 -4.22043 1.02394 -0.054 -0.068 -0.054
H 4.69261 -3.58878 0.54862 0.032 -0.025 -0.003
H 6.01276 -3.65566 -0.64597 -0.007 -0.024 0.029
H 2.08401 2.92969 0.82772 0.054 0.067 0.027
H -0.30974 2.97447 1.42401 -0.032 0.051 0.060
```
Positions in Å, forces in eV/Å.

The multiplicity is 1. Its net charge is 0. The value obtained for the energy above the lowest of the compared OMol25 structures with the same formula, charge and spin is 170.7 kJ/mol. As for the SMILES: COCCCNC(=O)c1ccc(C(=O)NCCCOC)cc1. For the HOMO-LUMO gap, the calculation gives 9.919 eV. The value obtained for the LUMO energy is 0.36 eV.



[2]
C17H29BN2O7PS | ωB97M-V/def2-TZVPD

XYZ file:
```
58
Properties=species:S:1:pos:R:3:forces:R:3
C 3.49638 2.64835 -1.48367 0.713 -0.101 -0.405
N 2.19053 3.04547 -2.09573 0.367 0.713 2.185
C 2.32709 4.51933 -2.39732 -0.032 0.020 -0.466
B 1.11632 2.84448 -1.07386 -0.219 -0.014 0.111
O 1.38713 2.56002 0.32679 -0.118 1.280 -1.833
C -0.45542 2.93733 -1.48828 -1.204 -1.097 -0.609
C -1.11433 1.69340 -1.70101 -0.316 1.409 0.579
O -0.49588 0.44779 -1.57550 -1.677 2.618 -0.301
C -2.65962 1.69793 -2.06815 -0.594 -0.847 -0.193
O -3.22696 0.74974 -2.63845 1.532 2.608 1.634
C -3.44989 3.00079 -1.60908 0.901 2.190 -0.778
P -5.29273 2.93160 -1.29112 -0.677 -1.300 1.429
O -5.81620 4.51325 -0.87005 1.405 -1.885 -1.118
O -6.19812 2.28753 -2.56422 0.893 2.209 1.581
S -5.55422 1.76136 0.25907 0.087 0.620 -0.546
C -2.79813 4.23871 -1.39170 0.189 -2.779 -0.503
C -1.22620 4.29420 -1.60895 -0.446 0.192 0.087
O -0.71634 5.41444 -1.82130 -0.801 -2.650 0.672
H 3.48370 1.52082 -1.35705 0.282 1.459 0.106
H 4.31910 2.96730 -2.20646 -0.939 -0.714 0.822
H 3.72893 3.19621 -0.49968 -0.423 -0.917 -1.190
H 2.41706 5.04475 -1.38467 -0.063 -0.017 -1.563
H 1.47122 4.90697 -3.02745 0.822 -0.419 1.121
H 3.27710 4.68837 -3.01598 -1.216 -0.311 1.014
H 1.38398 3.42772 0.78909 -0.065 -0.874 -0.175
H -1.17282 -0.16628 -1.19758 0.785 -0.318 -0.080
H -5.25660 4.71610 -0.08523 -0.698 -0.180 -0.449
H -7.08588 2.13065 -2.16203 0.778 -0.072 -0.283
H -3.33841 5.16918 -1.05652 0.792 -1.073 -0.717
C 1.15716 -1.12975 2.77873 0.381 0.246 0.261
C 1.28698 -1.83081 1.41152 0.578 -0.014 0.599
C 2.50961 -2.77268 1.42900 0.119 -0.141 -0.095
C 2.35035 -4.02788 2.28191 0.191 -0.135 0.075
C 0.90120 -4.49490 2.41194 -0.047 0.085 0.195
C -0.03872 -4.01535 1.28392 0.252 -0.161 0.347
N 0.01744 -2.55405 1.22975 -0.370 0.129 -0.324
O -0.80785 -2.01516 0.26814 -0.243 0.091 -0.350
C -1.46178 -4.44161 1.69597 -0.195 0.039 -0.153
C 0.31542 -4.73626 -0.03048 -0.002 -0.165 -0.299
C 1.60061 -0.74819 0.36782 -0.403 -0.063 -0.200
H 0.32003 -0.42753 2.78051 -0.035 -0.139 -0.178
H 2.06341 -0.56170 3.02454 0.052 0.042 -0.024
H 0.98830 -1.84278 3.58959 -0.020 -0.075 -0.120
H 2.73976 -3.08315 0.40431 -0.185 0.154 -0.028
H 3.40055 -2.22840 1.76716 -0.146 0.123 -0.030
H 2.96103 -4.82731 1.84779 0.005 0.055 0.017
H 2.75876 -3.85284 3.28273 -0.031 -0.024 -0.023
H 0.88372 -5.58799 2.48792 -0.151 0.039 -0.162
H 0.51410 -4.13512 3.37203 -0.176 0.094 -0.173
H -1.78001 -3.91832 2.60240 0.131 0.080 -0.109
H -1.50258 -5.51699 1.90435 0.156 -0.011 -0.040
H -2.19457 -4.23503 0.91184 0.189 0.161 0.026
H 0.23964 -5.82284 0.09653 -0.002 0.028 0.087
H 1.33073 -4.52381 -0.37410 -0.023 0.076 0.090
H -0.36881 -4.46236 -0.83714 0.015 0.218 0.172
H 2.53300 -0.22681 0.61331 0.021 -0.206 0.223
H 0.82025 0.01068 0.32470 0.063 -0.267 0.024
H 1.72152 -1.17858 -0.63065 -0.183 -0.009 0.056
```
Positions in Å, forces in eV/Å.

The multiplicity is 1. Its net charge is -1. For the HOMO-LUMO gap, the calculation gives 2.355 eV. The value obtained for the LUMO energy is 0.62 eV.



[3]
C10H17BrN2O3P | ωB97M-V/def2-TZVPD

XYZ file:
```
34
Properties=species:S:1:pos:R:3:forces:R:3
O -3.18860 -6.21558 3.05970 3.723 0.608 -8.738
C -2.70983 -6.04197 1.82540 -1.859 0.399 3.088
C -3.10852 -4.89913 0.67127 0.131 0.195 0.173
C -1.55579 -4.32110 0.48409 -0.768 -2.010 2.272
P -1.26562 -2.92172 -0.78170 0.512 -1.205 -1.261
O 0.40712 -3.09167 -1.34948 -2.199 -0.923 0.957
Br -1.39747 -0.98446 0.41733 0.572 -0.858 -0.011
C -0.85229 -5.80214 0.23835 0.650 2.266 0.583
O -1.62873 -6.76355 1.08961 -0.818 2.165 1.206
H -3.46272 -5.48639 -0.30535 0.778 1.327 2.186
H -3.91291 -4.08389 0.97210 1.828 -1.944 -0.346
H -1.26273 -4.06117 1.58867 -0.284 -0.030 -2.094
H 0.38051 -3.95096 -1.86566 0.148 1.352 0.677
H -0.81553 -6.02356 -0.91198 -0.338 -0.276 2.367
H 0.22472 -5.64156 0.69049 -2.086 -1.045 -1.068
C 0.99201 1.52758 -2.20048 0.259 0.154 -0.212
C 0.49332 1.96431 -0.83557 -0.218 -0.656 -0.095
N 1.17119 3.16792 -0.34110 -0.188 0.946 0.360
C 2.54081 3.34689 -0.20642 -0.629 0.245 0.015
C 2.72922 4.58287 0.34243 -0.662 -0.268 0.004
N 1.47216 5.12215 0.55344 -0.099 -0.519 -0.349
C 0.53840 4.25980 0.12260 1.118 -0.348 -0.025
C 1.18315 6.41363 1.16373 -0.245 0.366 0.130
H 2.06175 1.29734 -2.17975 -0.159 -0.046 -0.017
H 0.46282 0.62787 -2.52917 0.064 0.168 0.164
H 0.83345 2.31508 -2.94348 -0.019 -0.116 0.072
H 0.64917 1.17033 -0.09713 -0.066 0.170 -0.105
H -0.58206 2.16795 -0.88654 0.256 0.107 0.180
H 3.21090 2.56545 -0.51928 0.161 0.174 0.065
H 3.60185 5.14654 0.62472 0.091 -0.205 -0.079
H -0.53441 4.41086 0.15920 0.271 -0.057 -0.016
H 0.57631 6.25364 2.05896 0.137 0.114 -0.136
H 0.63539 7.03200 0.44802 0.124 -0.026 0.176
H 2.11295 6.91662 1.44298 -0.187 -0.223 -0.125
```
Positions in Å, forces in eV/Å.

The multiplicity is 1. Its net charge is +1. For the HOMO-LUMO gap, the calculation gives 8.546 eV. The value obtained for the LUMO energy is -2.96 eV.



[4]
C4H8O3 | ωB97M-V/def2-TZVPD

XYZ file:
```
15
Properties=species:S:1:pos:R:3:forces:R:3
C -0.01064 0.92301 -2.45352 0.015 -0.008 -0.017
C -0.32989 0.90969 -0.97398 -0.087 0.233 -0.112
O 0.07113 -0.36771 -0.46766 -0.037 -0.114 0.116
C -0.07691 -0.56027 0.85281 0.262 -0.163 0.099
O -1.09633 0.12070 1.42514 0.005 -0.117 0.151
C 0.69343 -1.40111 1.55078 -0.056 0.114 -0.317
O 0.31840 -1.63776 2.87754 0.197 0.051 0.129
H 1.06444 0.81044 -2.62182 -0.143 0.013 0.031
H -0.52718 0.10280 -2.96061 0.056 0.117 0.060
H -0.33622 1.86897 -2.89811 0.044 -0.133 0.070
H -1.40022 1.05252 -0.79615 0.142 -0.009 -0.045
H 0.21173 1.70283 -0.44212 -0.047 -0.116 -0.051
H -1.11136 -0.19174 2.34706 -0.067 0.112 -0.133
H 1.49091 -1.98751 1.11020 -0.126 0.101 0.066
H 1.03872 -1.34486 3.45044 -0.158 -0.081 -0.049
```
Positions in Å, forces in eV/Å.

The multiplicity is 1. Its net charge is 0. The value obtained for the energy above the lowest of the compared OMol25 structures with the same formula, charge and spin is 192.4 kJ/mol. As for the SMILES: CCO/C(O)=C/O. For the HOMO-LUMO gap, the calculation gives 8.816 eV. The value obtained for the LUMO energy is 0.73 eV.



[5]
C3H4AgBr2O3 | ωB97M-V/def2-TZVPD

XYZ file:
```
13
Properties=species:S:1:pos:R:3:forces:R:3
Ag -2.25395 1.42310 -0.22900 0.070 -0.251 1.013
C -2.88276 0.93423 2.47210 -0.698 3.568 -2.218
O -3.37314 0.22561 1.61167 -0.888 -3.864 -2.984
O -2.16737 1.89312 2.07592 2.523 1.100 -0.287
O -3.44530 1.02655 3.53473 -0.798 -0.591 4.464
Br 4.07060 -1.04380 -0.69846 -0.792 0.380 -0.179
C 2.16095 -0.49388 -0.57467 0.387 -0.276 0.003
C 1.40337 -0.82148 -1.84852 0.345 -0.457 0.345
Br -0.47378 -0.43912 -1.49310 -0.590 0.133 -0.167
H 2.09468 0.56739 -0.33503 0.306 -0.136 -0.057
H 1.79488 -1.07903 0.26895 -0.101 0.141 -0.196
H 1.35382 -1.89459 -2.03310 0.295 0.156 -0.042
H 1.71802 -0.29816 -2.75143 -0.058 0.098 0.305
```
Positions in Å, forces in eV/Å.

The multiplicity is 2. Its net charge is 0. The value obtained for the energy above the lowest of the compared OMol25 structures with the same formula, charge and spin is 29.3 kJ/mol. For the HOMO-LUMO gap (spin up / spin down), the calculation gives 8.370 / 8.124 eV. The value obtained for the LUMO energy (spin up / spin down) is -1.48 / -1.62 eV.



[6]
C9H20NRb | ωB97M-V/def2-TZVPD

XYZ file:
```
31
Properties=species:S:1:pos:R:3:forces:R:3
Rb -3.44675 3.71792 2.98526 -0.182 0.196 0.158
C 1.50984 -1.74393 -3.18431 -0.485 0.070 -0.362
C 1.51933 -0.67818 -2.08934 1.088 -0.710 0.541
C 0.12680 -0.38491 -1.58143 0.014 0.503 -0.536
N 0.01880 0.21083 -0.18470 0.646 -0.631 0.085
C 0.56741 -0.77427 0.84271 0.206 0.288 -0.069
C 0.28713 -0.35940 2.27901 -0.007 0.008 -0.330
C -1.16783 -0.02426 2.53253 -0.460 0.278 0.965
C -1.77523 0.89022 1.46796 0.405 -0.191 0.144
C -1.40991 0.40970 0.06378 -1.674 0.396 0.018
C 0.75296 1.49528 -0.14108 0.725 0.256 0.665
H 0.86074 -1.44990 -4.01305 0.094 0.019 -0.028
H 1.14010 -2.70574 -2.82566 0.023 0.052 0.143
H 2.50635 -1.90461 -3.58617 0.050 0.078 0.041
H 2.08649 0.18823 -2.42728 -0.400 0.252 -0.120
H 2.14174 -1.09130 -1.28481 -0.164 0.044 0.020
H -0.47080 -1.29504 -1.59975 -0.066 0.017 0.193
H -0.35248 0.36189 -2.22098 -0.088 -0.181 -0.053
H 0.12863 -1.73764 0.58831 0.012 -0.043 0.032
H 1.64149 -0.79584 0.68375 0.000 -0.238 -0.066
H 0.61211 -1.17321 2.92570 0.028 -0.024 -0.016
H 0.91429 0.49667 2.53178 0.021 -0.007 0.073
H -1.81082 -0.89807 2.66927 0.263 -0.242 -0.451
H -1.23412 0.43979 3.52551 0.040 0.139 -0.179
H -2.86014 0.85366 1.58646 -0.060 0.008 -0.330
H -1.47054 1.94037 1.59486 0.215 -0.184 -0.035
H -1.91498 -0.53102 -0.15835 0.094 -0.117 0.194
H -1.79220 1.11699 -0.67571 0.185 -0.016 -0.062
H 0.15206 2.28441 -0.58032 0.107 -0.018 -0.258
H 1.72710 1.38228 -0.60758 -0.194 -0.005 -0.428
H 1.01242 1.75911 0.88362 -0.438 0.005 0.052
```
Positions in Å, forces in eV/Å.

The multiplicity is 1. Its net charge is +2. For the HOMO-LUMO gap, the calculation gives 10.698 eV. The value obtained for the LUMO energy is -6.65 eV.



F_max / eV/A: 0.42, 3.44, 9.52, 0.34, 4.96, 1.72